Entry 1:
ORCA calculation (ωB97M-V/def2-TZVPD) on a cluster of 4 separate species, C40H56F3N4S3 in total at a distorted geometry.

XYZ file:
```
106
Properties=species:S:1:pos:R:3:forces:R:3
C 0.4478 6.4237 3.5847 -0.026 -0.003 -0.406
C -0.4459 5.6930 2.5830 0.447 -0.452 0.148
C -0.7759 4.2764 3.0587 -0.242 0.166 0.206
C -2.0484 3.6408 2.4927 0.430 -0.419 0.440
N -1.7906 2.7897 1.3087 -1.734 0.729 -0.342
C -2.4733 1.4741 1.3884 0.471 -0.714 0.240
C -1.5810 0.2940 1.8125 -0.211 0.029 -0.148
C -0.1651 0.4095 1.2816 0.235 -0.502 0.006
C 0.7657 -0.7581 1.6833 -0.094 0.463 -0.042
C 1.2653 -1.5327 0.4654 0.338 -0.405 0.401
C 0.1110 -2.3895 -0.1454 -0.164 0.176 -0.431
C -0.6368 -1.7831 -1.3195 0.044 0.085 0.006
C -0.0574 -1.9674 -2.7064 0.244 0.045 0.065
N -1.7130 -1.1603 -1.0941 -0.133 0.000 -0.081
C 2.4351 -2.5369 0.8673 -0.836 -2.408 0.481
N 2.9497 -2.4990 2.1839 0.567 2.820 -0.495
C 4.1320 -2.4682 2.6565 -0.007 -0.883 0.043
C 5.1233 -3.5815 2.4497 0.058 0.340 -0.748
C 4.5853 -1.3381 3.5328 -0.706 -0.354 0.735
C 3.3878 -2.4481 -0.2571 0.120 0.007 -0.069
N 3.0867 -1.4996 -1.0589 -0.386 0.011 -0.293
C 1.9725 -0.6542 -0.5867 0.437 0.853 0.455
S 2.7424 0.9124 -0.0053 0.026 0.018 -0.232
C -1.7985 3.3579 0.0556 0.866 -0.210 -0.146
S -1.2240 2.5373 -1.2566 -0.198 -0.047 -0.140
S -2.5634 4.9498 -0.1740 -0.017 0.169 0.387
C -1.3233 6.1381 -0.7655 0.249 0.097 -0.487
C -0.3750 5.7562 -1.9026 0.126 0.081 -0.123
C 0.9911 5.2416 -1.4474 0.113 -0.165 -0.073
H 1.3056 5.7978 3.8384 -0.039 -0.004 0.164
H -0.1024 6.6852 4.4878 0.096 -0.022 0.075
H 0.8494 7.3310 3.1322 -0.065 0.115 0.144
H -1.3751 6.2372 2.4076 0.081 0.106 -0.105
H 0.1192 5.6105 1.6511 -0.269 0.129 -0.138
H 0.0585 3.5970 2.8647 0.048 0.040 0.001
H -0.8872 4.3022 4.1477 -0.058 0.045 -0.004
H -2.8374 4.3705 2.3136 0.093 0.040 -0.056
H -2.4144 2.9638 3.2629 -0.063 -0.067 -0.058
H -2.9220 1.2376 0.4260 0.193 0.148 -0.138
H -3.2887 1.5514 2.1090 -0.048 0.179 -0.066
H -2.0360 -0.5861 1.3518 -0.002 -0.084 0.156
H -1.6100 0.1336 2.8944 0.174 0.201 0.036
H -0.2406 0.4160 0.1974 -0.091 0.337 -0.030
H 0.2984 1.3528 1.5673 -0.135 0.059 0.051
H 0.2702 -1.4547 2.3622 -0.020 -0.087 -0.081
H 1.6168 -0.3746 2.2418 0.074 -0.064 -0.040
H -0.6211 -2.5735 0.6389 0.072 -0.053 0.060
H 0.4843 -3.3590 -0.4872 0.076 0.000 0.055
H 0.1300 -0.9989 -3.1727 -0.136 0.026 -0.091
H -0.7558 -2.5115 -3.3414 -0.006 0.009 -0.014
H 0.8850 -2.5195 -2.6908 -0.048 -0.074 -0.010
H -2.1125 -0.7894 -1.9595 -0.002 0.007 0.006
H 2.0152 -3.5520 0.7098 -0.100 0.079 -0.116
H 4.7488 -4.2924 1.7148 0.075 -0.077 0.025
H 6.0904 -3.1871 2.1280 0.099 -0.133 0.144
H 5.2571 -4.1272 3.3846 0.054 0.099 0.060
H 5.4607 -0.8727 3.0772 0.062 -0.063 0.024
H 3.7821 -0.6126 3.6387 0.060 0.071 -0.056
H 4.8495 -1.6945 4.5312 0.253 0.072 -0.039
H 4.2279 -3.1087 -0.4328 0.061 0.073 -0.033
H 3.5461 -1.2827 -1.9369 0.229 -0.063 0.105
H 1.3900 -0.2868 -1.4274 -0.259 -0.408 0.003
H 3.8337 0.3535 0.5360 -0.051 -0.062 0.135
H -1.9645 6.9537 -1.1038 -0.140 -0.067 0.052
H -0.7444 6.5308 0.0693 -0.149 -0.120 0.094
H -0.2068 6.6598 -2.4940 -0.065 0.078 0.090
H -0.8480 5.0460 -2.5798 -0.019 -0.050 0.045
H 1.3052 5.6945 -0.5039 -0.023 0.072 -0.028
H 1.0079 4.1599 -1.3166 -0.097 0.006 0.106
H 1.7535 5.4791 -2.1905 0.002 0.019 0.000
F -8.3289 -0.8836 -4.5330 -0.004 0.000 -0.003
C -7.2755 -0.6665 -3.7240 0.043 0.009 0.036
C -7.3474 0.3526 -2.7949 -0.049 0.050 0.014
C -6.2585 0.5694 -1.9638 0.038 -0.018 -0.042
C -5.1225 -0.2207 -2.0758 0.057 0.025 0.047
C -5.0778 -1.2385 -3.0182 0.001 0.056 0.009
C -6.1616 -1.4718 -3.8522 0.032 -0.052 -0.053
H -8.2403 0.9594 -2.7319 -0.012 -0.019 -0.007
H -6.2976 1.3614 -1.2275 -0.005 0.012 -0.008
H -4.2750 -0.0428 -1.4258 -0.011 -0.012 0.018
H -4.1937 -1.8572 -3.1097 -0.011 -0.026 0.006
H -6.1522 -2.2613 -4.5910 -0.014 0.014 -0.014
F 5.4641 -6.6504 2.5900 -0.006 -0.024 -0.033
C 5.5021 -7.1609 3.8474 0.012 -0.033 0.080
C 6.6318 -6.9523 4.6106 0.056 0.065 -0.017
C 6.6625 -7.4706 5.8980 -0.046 -0.015 0.003
C 5.5798 -8.1850 6.3916 0.001 -0.001 0.010
C 4.4580 -8.3809 5.5978 0.039 0.018 0.016
C 4.4095 -7.8630 4.3112 -0.071 0.004 -0.037
H 7.4674 -6.4007 4.2008 -0.003 -0.012 -0.015
H 7.5373 -7.3164 6.5150 0.011 -0.006 -0.009
H 5.6113 -8.5902 7.3935 -0.001 -0.004 0.000
H 3.6152 -8.9414 5.9790 -0.008 0.005 -0.001
H 3.5446 -7.9993 3.6763 0.017 -0.016 -0.017
F -1.5062 0.3158 -4.7887 -0.002 -0.033 0.045
C -2.3082 0.8205 -5.7650 -0.042 0.017 -0.051
C -2.3528 0.1716 -6.9806 0.042 -0.085 -0.009
C -3.1735 0.6877 -7.9737 -0.022 0.042 0.023
C -3.9199 1.8340 -7.7394 -0.003 0.003 -0.006
C -3.8496 2.4668 -6.5057 -0.004 -0.046 -0.039
C -3.0406 1.9575 -5.5000 0.022 0.068 0.140
H -1.7574 -0.7171 -7.1422 -0.003 0.001 0.013
H -3.2286 0.1909 -8.9329 0.012 -0.003 -0.004
H -4.5557 2.2333 -8.5176 -0.003 0.002 0.000
H -4.4281 3.3620 -6.3215 -0.010 -0.004 0.012
H -2.9744 2.4299 -4.5282 0.018 -0.019 0.008
```
Forces are in eV/Å.

The calculation puts the HOMO-LUMO gap at 5.93 eV. The calculation puts the HOMO energy at -9.91 eV. The charge is +1. The calculation puts the largest force on an atom at 2.92 eV/A.



Entry 2:
ORCA calculation (ωB97M-V/def2-TZVPD) on a cluster of 10 separate species, C40H56N9O16 in total at a distorted geometry.

XYZ file:
```
121
Properties=species:S:1:pos:R:3:forces:R:3
C -0.1470 -0.0378 0.4555 -4.524 5.437 0.171
O -1.2986 0.5033 0.0905 1.742 -2.220 0.164
O 0.4436 -0.8317 -0.4056 7.167 1.969 3.230
O 0.4251 0.3953 1.4529 1.806 -0.805 1.183
H -0.1783 -1.2597 -0.8015 -6.157 -4.178 -4.534
C 2.7959 0.6426 3.9570 1.862 -0.513 0.785
C 4.2656 0.9323 4.3455 -3.362 -6.473 4.280
C 4.9859 0.0282 5.4194 -6.165 -2.597 -3.096
C 4.3352 -1.3265 5.8850 -3.735 4.844 -4.502
C 2.8175 -1.4865 5.4323 2.664 1.502 -0.580
C 2.0994 -0.4610 4.5223 4.834 -1.936 2.668
N 4.9901 -2.3235 6.6967 -0.444 0.934 3.539
O 6.1755 -2.1844 7.0717 -1.712 -0.354 -1.721
O 4.1862 -3.0637 7.2931 1.312 -0.108 -1.259
H 2.1512 1.1404 3.1516 1.516 -0.178 1.199
H 4.8516 1.7094 4.0710 1.193 2.407 -1.254
H 5.9936 0.1365 5.5971 2.044 0.614 0.569
H 2.3110 -2.4704 5.6838 0.634 1.589 -0.185
H 1.0904 -0.7135 4.3205 -0.630 0.054 -0.546
C 5.4398 -1.1028 -0.0047 -3.149 2.436 -2.203
C 6.5970 -0.7372 -0.6328 -2.017 2.864 -6.103
C 6.6452 0.0144 -2.0570 -4.183 -1.518 2.540
C 5.2637 0.3557 -2.6195 0.075 -2.505 3.341
C 3.9749 0.0203 -1.8133 3.399 -0.844 3.128
C 4.0986 -0.6812 -0.3785 1.876 2.341 -5.209
N 5.1149 1.0067 -3.9687 3.492 2.989 1.277
O 6.1228 1.7211 -4.2885 -1.823 -2.067 0.502
O 4.0907 1.0584 -4.5766 -1.055 -0.913 -0.098
H 5.2714 -1.5812 0.8742 1.174 -1.622 2.840
H 7.5528 -0.8748 -0.3303 2.558 -0.925 1.421
H 7.6646 0.1296 -2.5354 -1.777 0.182 0.434
H 2.9837 0.4225 -2.0472 0.549 -0.204 -0.427
H 3.2512 -0.7593 0.3559 0.689 -0.054 -1.312
C -5.0144 -0.6112 -0.3853 -0.202 1.321 -2.910
C -5.5715 -0.5355 -1.8087 -2.951 -1.493 0.742
C -6.9652 -1.0446 -2.1545 2.566 -3.400 1.193
C -7.5774 -2.1750 -1.2821 4.329 5.219 4.876
C -7.0343 -2.1827 0.1823 1.948 2.700 -4.761
C -5.7589 -1.2935 0.5105 -4.245 -3.503 -0.066
N -8.8286 -2.8200 -1.5132 0.451 -1.444 1.287
O -9.3788 -3.4107 -0.5915 0.115 0.426 0.403
O -9.2052 -2.8991 -2.6357 -0.850 0.480 -2.514
H -4.0774 -0.0578 0.0547 -1.646 -1.076 -1.624
H -5.0630 -0.2110 -2.7472 -0.128 0.417 1.428
H -7.3259 -1.0453 -3.2348 0.615 0.407 1.618
H -7.5276 -2.8097 0.9044 0.105 0.039 0.215
H -5.4726 -1.3177 1.5509 0.050 -0.042 0.100
C 1.7641 3.7420 -1.9203 1.222 -1.492 0.023
C 3.1481 4.0480 -2.3620 -0.293 -2.108 6.404
C 4.3265 3.8255 -1.4078 -3.203 0.730 1.767
C 3.9478 3.2435 0.0353 -2.764 0.678 -6.202
C 2.5147 2.6101 0.1990 4.303 2.624 -1.718
C 1.4834 2.9072 -0.8407 9.274 1.874 2.003
N 4.9230 3.3162 1.1225 3.585 3.116 -5.040
O 6.0782 3.9082 1.0002 -3.568 -1.691 -0.206
O 4.5427 2.8295 2.0857 -1.200 -2.303 5.502
H 0.7729 3.9091 -2.3904 1.348 0.641 -0.860
H 3.2132 4.5376 -3.2492 0.815 1.322 -2.399
H 5.3568 4.3720 -1.5968 -2.279 -1.631 0.407
H 2.5077 2.0245 1.1418 -1.081 0.375 -0.982
H 0.6586 2.5185 -0.5570 -6.279 -2.315 1.155
C -1.8513 3.4158 1.9967 -5.417 -0.033 -1.316
O -3.0768 3.6973 1.7831 2.647 0.174 0.529
N -0.9457 4.2956 2.3038 2.484 0.597 0.240
C 0.3866 3.9870 2.7248 -1.948 -1.407 1.008
C -1.2292 5.6671 2.1677 1.547 1.258 3.653
H -1.6404 2.4059 1.7999 1.421 -1.604 0.190
H 1.1325 4.2250 2.0650 1.789 0.823 -1.660
H 0.4070 2.9762 2.9685 0.176 -2.496 -0.695
H 0.5927 4.2431 3.7203 0.264 1.911 1.443
H -1.7884 5.9716 3.0626 -0.034 0.399 -0.138
H -1.8406 5.7751 1.3813 -2.080 0.925 -3.057
H -0.2929 6.2828 2.1563 -0.813 -0.670 -0.357
C -1.4162 -4.1498 -0.0107 -1.445 1.758 0.731
O -1.7183 -3.6572 -1.0931 0.987 -0.315 0.982
N -1.6786 -5.4362 0.3113 -0.712 -0.532 -0.399
C -1.5193 -6.0042 1.6366 3.894 0.012 -1.354
C -2.2491 -6.3431 -0.6335 2.860 -2.114 -2.338
H -1.1387 -3.4828 0.9243 0.128 -1.223 -1.611
H -2.3422 -6.0212 2.2361 -2.558 0.389 1.503
H -0.7101 -5.3829 2.0243 -0.247 -0.121 0.885
H -1.1133 -7.0558 1.6694 -0.320 0.974 -0.700
H -3.2626 -6.5240 -0.6719 -2.646 -0.830 2.000
H -1.5736 -7.2666 -0.5686 -1.593 0.722 -0.072
H -2.3329 -6.1896 -1.7303 1.740 1.445 0.379
C 0.2515 -2.8053 -5.9850 -2.066 -0.038 8.323
O -0.6684 -3.3991 -5.3775 1.355 0.560 -1.348
N 1.1298 -2.0152 -5.3173 1.228 0.681 -1.754
C 2.1561 -1.1696 -6.1021 1.949 -5.298 1.359
C 1.1028 -1.8038 -3.8771 -0.567 -3.849 0.673
H 0.3387 -2.8409 -6.9472 0.808 -0.237 -6.132
H 1.6653 -0.3738 -6.4342 -1.864 3.533 -1.692
H 2.5637 -1.8244 -7.0011 -0.705 1.467 1.907
H 2.9945 -0.8141 -5.4248 -1.048 -0.826 -0.838
H 0.0804 -2.2505 -3.4089 2.469 1.239 -1.244
H 1.1996 -0.7493 -3.7843 0.272 0.755 1.019
H 2.0071 -2.4802 -3.4681 -1.904 1.994 -0.274
C -3.8086 2.3037 -4.9400 -1.628 -0.490 -1.385
O -4.7852 2.7523 -4.3983 -0.795 0.836 0.671
N -2.7938 1.6987 -4.3396 -0.471 -0.244 1.459
C -1.7453 1.2302 -5.1891 -1.549 -2.907 0.120
C -2.6764 1.6780 -2.8540 3.522 0.284 0.488
H -3.8442 2.2342 -6.0824 0.786 0.115 0.970
H -1.9284 0.3308 -5.8755 -0.293 0.981 1.203
H -1.0193 0.9765 -4.5046 2.301 -0.656 0.931
H -1.4970 2.0106 -5.7761 1.503 2.441 -2.125
H -2.7977 0.6975 -2.3795 0.769 -0.306 -0.659
H -3.4365 2.1814 -2.3155 -0.806 1.334 -0.308
H -1.5541 2.1548 -2.4630 -3.246 -1.475 -1.242
C -3.5657 0.0882 5.5069 1.177 2.261 1.528
O -3.4504 0.5028 6.6614 -0.503 -0.735 -0.206
N -2.5870 0.3275 4.6176 2.427 -2.059 -1.870
C -2.5280 -0.3906 3.2569 -2.145 -0.067 0.492
C -1.2542 0.9953 4.9443 -1.557 1.043 -2.397
H -4.5305 -0.2295 5.1262 -0.126 -0.701 -0.424
H -1.5629 -0.9989 3.0530 -1.628 1.147 0.624
H -2.6575 0.4394 2.4857 0.369 -1.468 0.623
H -3.5074 -1.1111 3.2505 2.489 1.625 -0.254
H -0.3758 0.3884 5.2672 -1.149 -0.103 -0.217
H -1.4586 1.7722 5.7462 0.349 -0.669 -1.365
H -1.0581 1.3651 3.7786 0.268 -0.225 3.418
```
Forces are in eV/Å.

The calculation puts the HOMO-LUMO gap at 6.44 eV. The calculation puts the HOMO energy at -6.10 eV. The charge is -1. The calculation puts the largest force on an atom at 9.67 eV/A.